Version A
ORCA calculation (ωB97M-V/def2-TZVPD) on an isolated molecule of C3H7NO4S.

Atoms and positions in Å:
S  -0.434  -0.663  -0.941
O  0.745  2.055  0.245
O  -1.785  -0.538  -0.548
O  0.122  1.596  2.369
O  -0.146  -2.022  -1.279
N  -0.208  -1.082  1.595
C  0.382  1.295  1.113
C  0.434  -0.159  0.718
C  0.025  0.415  -2.341
H  0.828  0.923  -1.947
H  0.163  0.876  3.056
H  -0.788  1.041  -2.562
H  1.538  -0.422  0.749
H  0.015  -2.104  1.396
H  -1.229  -0.902  1.478
H  0.337  -0.310  -3.102

Its HOMO energy is -10.1 eV. As for the SMILES: CS(=O)(=O)[C@H](N)C(=O)O. The value obtained for the LUMO energy is 0.41 eV.

Version B
ORCA calculation (ωB97M-V/def2-TZVPD) on a cluster of 2 separate species, C3H7NO4S in total.

Atoms and positions in Å:
S  1.164  -0.205  0.339
O  2.039  0.818  -0.095
O  1.210  -0.579  1.725
O  -1.529  -1.536  -0.467
O  -2.914  0.029  0.088
N  -1.790  -0.396  -0.178
C  1.341  -1.602  -0.785
C  -0.736  1.682  0.852
C  -0.598  0.524  -0.008
H  0.122  2.327  0.811
H  -1.721  2.185  0.636
H  -0.096  1.001  -1.827
H  -0.581  1.474  1.848
H  0.507  -1.649  -1.370
H  2.391  -1.531  -1.278
H  1.192  -2.543  -0.291

Its HOMO energy (alpha / beta) is -10.6 / -10.6 eV. The value obtained for the LUMO energy (alpha / beta) is -1.80 / -1.80 eV.

version A ends up most stable, edging out the next structure by 635.6 kJ/mol.

Version A
ORCA calculation (ωB97M-V/def2-TZVPD) on an isolated molecule of C3H5BrN2.

Atoms and positions in Å:
Br  -2.136  0.888  0.010
N  0.820  0.890  1.058
N  -0.449  -2.605  0.427
C  -0.717  -1.638  -0.116
C  0.861  0.280  -0.224
C  -0.814  -0.335  -0.684
H  0.507  1.892  0.960
H  -0.903  -0.247  -1.848
H  0.364  0.267  1.796
H  1.497  -0.602  -0.409
H  0.970  1.209  -0.970

Its HOMO energy is -9.5 eV. As for the SMILES: N#C[C@@H](Br)CN. The value obtained for the LUMO energy is 0.44 eV.

Version B
ORCA calculation (ωB97M-V/def2-TZVPD) on an isolated molecule of C3H5BrN2.

Atoms and positions in Å:
Br  0.495  1.108  2.769
N  -0.885  -0.683  -0.054
N  -1.545  0.101  0.953
C  -0.489  0.989  1.137
C  0.229  0.016  -0.168
C  1.180  0.093  -1.302
H  0.986  -0.777  -2.004
H  -2.023  -0.510  1.680
H  2.214  -0.093  -0.807
H  -1.350  -1.375  -0.645
H  1.188  1.132  -1.559

Its HOMO energy (alpha / beta) is -6.8 / -6.8 eV. As for the SMILES: Cc1[nH][nH]c1Br. The value obtained for the LUMO energy (alpha / beta) is 0.78 / 0.78 eV.

Version C
ORCA calculation (ωB97M-V/def2-TZVPD) on an isolated molecule of C3H5BrN2.

Atoms and positions in Å:
Br  3.216  0.153  0.251
N  1.729  -0.416  -0.599
N  -0.873  0.655  -0.637
C  0.419  0.229  -0.027
C  -1.948  0.964  -0.038
C  0.759  -1.216  -0.074
H  0.608  0.789  0.804
H  -2.674  0.979  -0.835
H  0.782  -1.681  0.914
H  -2.135  1.160  1.077
H  0.117  -1.615  -0.836

Its HOMO energy is -8.9 eV. As for the SMILES: C=N[C@H]1CN1Br. The value obtained for the LUMO energy is 0.62 eV.

version A ends up most stable, edging out the next structure by 259.5 kJ/mol.